Density functional theory data (the ωB97M-V functional and the def2-TZVPD basis) for the ion C5H3N2O4 with charge -1.

Calculated values
E_tot (Eh): -602.6585
F_max (eV/A): 3.32
LUMO energy (alpha / beta) (eV): 2.61 / 2.61
Total charge: -1
Highest occupied orbital energy (alpha / beta) (eV): -4.70 / -4.70
Multiplicity: 1
Energy relative to the best compared isomer or geometry (same formula, charge and spin) (kcal/mol): 75.32
HOMO-LUMO gap (alpha / beta) (eV): 7.308 / 7.310

Structure (XYZ):
```
14
Properties=species:S:1:pos:R:3:forces:R:3
O -1.59651 1.88582 2.37897 -0.1 0.0 0.0
H 1.78381 -1.26766 -1.27040 -0.2 -0.1 -0.1
N -0.11383 -0.56034 -0.91991 -0.3 2.0 2.5
H 2.74310 -0.02708 0.67098 0.1 0.1 0.1
C -0.51694 0.75259 0.92441 0.5 -2.2 -2.4
H 1.15866 1.30516 2.08838 -0.2 0.1 0.0
O -0.47360 -0.96216 -3.13382 0.3 0.4 -1.1
C 0.80463 0.73923 1.23538 1.0 -0.3 -0.3
C 1.12737 -0.65380 -0.65254 -0.2 -0.2 -0.4
C 1.68883 0.02375 0.45793 0.0 0.5 0.8
N -1.68071 1.29016 1.27350 -0.6 0.5 0.3
O -1.42340 -2.33209 -1.62064 -0.8 -0.9 0.4
C -0.78794 -1.40606 -2.05288 0.3 0.3 0.4
O -2.71346 1.21248 0.62064 0.2 -0.1 -0.1
```
Positions in Å, forces in eV/Å.

The natural (NBO) scheme yields these atomic charges, measured in e: -0.49, 0.19, -0.38, 0.21, 0.30, 0.25, -0.70, -0.24, 0.06, -0.37, 0.40, -0.69, 0.88, -0.42